ORCA calculation (wB97M-V/def2-TZVPD) on C32H36BN8Pd as an isolated structure at a distorted geometry.

The geometry in XYZ format:
```
78
Properties=species:S:1:pos:R:3:forces:R:3:mulliken_charge:R:1
Pd 12.365 12.267 9.533 -1.8 0.9 -1.4 0.178
C 13.041 8.791 13.438 -0.4 -0.8 1.4 -1.489
C 12.672 10.124 13.001 -0.8 1.8 -0.9 0.833
C 11.937 11.202 13.571 -0.5 -0.6 -0.2 -1.293
C 11.728 12.096 12.501 1.8 -0.7 -1.1 -0.322
N 12.497 11.712 11.458 -2.4 -1.2 1.6 0.889
N 12.973 10.436 11.718 -1.1 0.7 0.2 -0.255
B 13.279 9.365 10.515 1.3 0.0 0.9 -0.417
N 12.038 8.959 9.670 -2.4 -0.1 -0.5 0.596
N 10.995 9.859 9.682 -1.1 -1.2 -0.7 0.236
C 9.907 9.255 9.139 1.8 -0.7 1.0 0.347
C 10.204 7.908 8.770 1.2 -0.1 0.9 -1.064
C 11.565 7.782 9.111 -1.1 0.7 0.4 0.757
C 12.318 6.548 8.849 1.0 0.2 -1.7 -1.561
C 8.651 9.961 8.983 1.4 1.0 0.0 0.263
C 8.582 11.318 9.369 -0.6 -1.1 0.6 0.010
C 7.448 12.016 9.044 0.5 0.6 -1.3 -0.568
C 6.577 11.510 8.073 -0.9 -0.8 0.1 -0.569
C 6.571 10.146 7.764 0.4 -0.7 1.0 -0.536
C 7.651 9.352 8.289 -2.6 0.6 -1.3 -0.508
N 14.346 10.184 9.726 -1.6 1.2 1.7 1.085
N 14.254 11.581 9.808 4.1 -1.4 -0.5 -0.480
C 15.308 12.057 9.076 -1.3 -4.2 0.0 -0.098
C 15.972 10.933 8.449 -0.3 0.5 0.3 -1.204
C 15.374 9.796 9.018 1.9 -0.3 -2.5 0.748
C 15.804 8.343 9.051 -0.8 0.0 1.2 -1.221
C 15.566 13.417 8.935 0.3 0.8 0.5 1.339
C 16.442 13.809 7.927 0.2 -0.6 -1.6 -0.829
C 16.620 15.128 7.615 -0.1 1.7 1.0 -0.664
C 15.935 16.080 8.432 0.7 -1.1 -1.0 -0.557
C 15.069 15.673 9.435 0.2 1.2 -0.7 -0.485
C 14.942 14.364 9.754 -0.3 -0.7 0.2 -0.445
C 10.869 13.263 12.239 -1.4 0.9 0.7 0.231
C 11.356 14.395 11.581 2.1 0.3 0.2 0.558
C 10.625 15.564 11.514 -1.1 0.7 -0.2 -0.726
C 9.258 15.600 11.943 1.7 0.4 -1.7 -0.255
C 8.698 14.472 12.478 1.3 0.1 0.7 -1.119
C 9.526 13.358 12.655 0.2 -0.9 0.5 -0.120
H 13.722 8.902 14.273 -0.2 -0.4 0.7 0.377
H 13.596 8.256 12.688 0.0 0.0 -0.1 0.217
H 12.109 8.228 13.652 0.8 0.0 0.4 0.243
H 11.510 11.383 14.563 0.4 -0.6 -0.4 0.413
H 13.712 8.242 11.020 -0.2 1.7 -1.1 -0.333
H 9.572 7.003 8.535 0.7 1.5 -0.1 0.158
H 12.884 6.664 7.862 -0.3 -0.1 1.3 0.156
H 11.601 5.759 8.627 0.1 -0.2 0.4 0.399
H 13.002 6.313 9.651 0.3 -0.3 0.1 0.343
H 9.372 11.723 9.992 0.0 0.1 -0.1 0.199
H 7.342 13.033 9.373 0.0 0.4 0.1 0.429
H 5.840 12.145 7.590 -0.1 0.0 0.4 0.364
H 5.659 9.676 7.299 1.4 0.6 0.1 0.278
H 7.680 8.287 8.085 0.1 0.1 0.0 0.248
H 16.636 11.078 7.594 0.2 -0.8 0.7 0.226
H 15.922 8.083 10.135 0.2 0.1 -0.9 0.181
H 16.691 8.103 8.516 1.0 0.3 -0.3 0.427
H 15.090 7.609 8.687 -0.6 0.2 -0.1 0.069
H 16.874 13.035 7.258 -0.3 0.6 0.7 0.109
H 17.276 15.472 6.792 -0.4 -0.3 0.6 0.356
H 16.137 17.105 8.291 -0.1 1.1 -0.4 0.434
H 14.389 16.386 9.872 0.3 0.4 0.5 0.357
H 14.339 14.105 10.618 0.0 -0.5 -0.4 0.549
H 12.433 14.367 11.249 -1.4 0.2 0.3 0.008
H 11.090 16.494 11.120 -0.4 -0.9 0.1 0.247
H 8.658 16.455 11.649 0.0 0.2 0.6 0.378
H 7.781 14.593 13.022 -0.7 -0.6 -0.3 0.444
H 9.083 12.518 13.168 0.1 -0.3 0.1 0.404
N 12.243 12.230 7.447 0.7 1.0 -0.8 -0.040
C 12.097 13.528 6.747 -0.9 0.1 -0.9 -0.780
C 10.682 14.174 6.782 1.2 -0.2 -1.3 -0.607
N 10.201 14.663 8.038 0.3 0.6 0.2 -0.302
H 13.118 11.790 7.110 -0.7 0.2 0.4 0.194
H 11.476 11.599 7.235 0.0 0.2 -0.2 0.171
H 12.358 13.424 5.680 -0.5 -0.4 -0.2 0.411
H 12.801 14.299 6.995 0.6 -0.1 1.3 0.239
H 10.031 13.469 6.234 -0.3 0.1 0.2 0.262
H 10.848 15.060 6.103 -0.5 -0.7 0.5 0.375
H 9.337 15.154 7.935 -0.4 0.3 -0.1 0.239
H 10.106 14.017 8.803 0.4 -0.6 0.0 -0.124
```
Forces are in eV/Å.

Values from the calculation:
Orbital gap (spin up / spin down) ... 0.160 / 0.142 hartree
Net charge ... -1
Energy above the lowest of the compared OMol25 structures with the same formula, charge and spin ... 35.8 kcal/mol
LUMO energy (spin up / spin down) ... 2.76 / 2.76 eV

---

ORCA calculation (wB97M-V/def2-TZVPD) on a 34-piece molecular cluster, C8H71BCl3F7O41PS overall at a distorted geometry.

The geometry in XYZ format:
```
133
Properties=species:S:1:pos:R:3:forces:R:3:mulliken_charge:R:1
O 0.552 3.465 -4.046 -0.4 -0.5 0.7 -0.831
C 0.496 2.240 -3.760 0.2 0.9 -2.0 -0.006
O 0.921 1.310 -4.457 0.1 -0.5 1.0 -0.677
C -0.195 1.920 -2.380 -0.6 0.4 1.9 0.361
C 0.857 1.434 -1.315 -0.1 -0.6 -0.9 0.103
Cl 1.954 2.849 -1.403 0.3 -0.4 0.7 -0.041
B 1.634 0.114 -1.860 0.6 -0.2 -0.7 1.489
O 2.942 0.204 -2.255 0.1 0.4 0.0 -1.078
O 1.062 -1.122 -1.908 -0.5 0.3 1.4 -0.232
C 0.238 1.334 0.122 -0.1 1.3 -1.8 -0.829
C 1.174 1.012 1.268 0.2 0.9 -0.2 1.617
F 1.399 -0.289 1.440 -0.3 -0.6 0.0 -0.329
F 0.593 1.554 2.386 -0.3 -0.5 0.4 -0.233
C 2.592 1.651 1.392 -0.1 -0.1 1.3 0.109
F 3.480 1.228 0.537 0.1 0.2 -1.1 -0.370
F 3.050 1.099 2.600 -0.2 0.1 0.2 -0.434
C 2.676 3.201 1.669 0.8 0.3 -1.1 0.498
F 3.701 3.682 0.967 0.2 0.1 0.0 -0.273
F 2.965 3.433 2.953 -0.3 0.1 0.5 -0.287
F 1.607 3.900 1.349 -0.5 -0.1 0.3 -0.214
C -1.139 0.608 0.118 0.6 0.0 1.0 0.066
Cl -2.413 1.864 0.422 0.2 -0.3 0.4 -0.149
P -1.690 -0.812 1.324 -1.7 -1.0 0.0 -0.262
O -1.088 -0.682 2.821 1.2 0.2 -0.7 -0.321
Cl -0.647 -2.460 0.606 0.3 0.9 0.8 -0.208
O -1.471 -0.053 -1.092 -0.1 0.6 0.1 1.037
S -1.580 0.801 -2.440 0.6 -0.2 -3.6 1.224
O -2.867 1.395 -2.717 -0.3 0.7 1.8 -0.500
O -1.297 -0.130 -3.486 0.3 -1.6 0.3 -0.818
H -0.579 2.864 -1.999 -0.3 0.0 -0.1 0.201
H 2.981 0.620 -3.127 0.2 0.2 0.0 0.243
H 1.746 -1.749 -1.615 0.3 -0.4 -0.8 0.042
H -0.015 2.381 0.289 0.0 0.0 0.3 0.325
H -1.536 -0.018 3.362 -0.1 0.1 -0.1 0.314
O 4.717 2.259 4.986 -0.1 0.0 0.1 -0.731
H 4.985 3.160 4.782 0.0 0.0 0.0 0.296
H 4.247 1.968 4.193 0.0 0.0 0.0 0.438
O -4.461 -1.752 0.099 -0.4 0.0 0.0 -0.422
H -4.430 -1.997 -0.831 0.3 -0.1 0.0 0.232
H -5.280 -2.139 0.424 0.0 0.0 0.0 0.198
O -0.878 4.612 -0.778 0.0 0.2 0.1 -0.272
H -1.365 5.046 -0.072 -0.1 -0.1 0.0 0.147
H -0.579 5.337 -1.346 0.1 -0.1 -0.1 0.147
O -0.081 -3.083 -4.068 0.0 0.0 -0.3 -0.673
H -0.689 -3.780 -3.811 0.1 -0.1 0.2 0.290
H -0.535 -2.264 -3.826 0.2 0.3 0.1 0.293
O -2.356 3.781 -4.144 -0.5 0.3 -0.4 -0.317
H -3.007 3.118 -3.872 0.2 0.1 0.3 0.085
H -2.057 3.479 -5.010 0.4 -0.1 0.2 0.322
O -2.297 -1.603 5.001 -0.3 0.1 0.6 -0.428
H -3.006 -1.904 5.579 0.0 -0.2 -0.1 0.234
H -1.776 -2.395 4.826 0.1 0.1 -0.2 0.250
O -5.394 2.538 0.126 -0.2 0.1 -0.1 -0.626
H -4.918 2.275 -0.669 0.1 0.0 0.1 0.320
H -6.207 2.944 -0.201 0.0 0.0 0.0 0.294
O 3.638 -2.661 -2.363 0.4 -0.5 1.6 -0.686
H 4.422 -2.140 -2.137 -0.2 -0.2 0.0 0.280
H 3.405 -2.361 -3.256 0.4 0.0 0.2 0.474
O -0.372 -5.677 1.093 -0.1 -0.3 -0.2 -0.499
H -0.109 -5.669 0.167 0.0 0.2 0.0 0.283
H -0.119 -6.556 1.404 0.0 0.1 0.2 0.241
O -3.308 -6.726 0.556 0.0 0.1 -0.1 -0.659
H -2.578 -6.132 0.794 0.2 -0.1 0.1 0.347
H -3.525 -6.476 -0.346 0.0 0.0 0.0 0.300
O 0.704 -7.306 3.508 0.1 -0.1 0.0 -0.591
H 0.499 -7.868 4.260 -0.1 0.0 0.0 0.292
H 1.155 -6.547 3.892 0.0 0.1 -0.1 0.314
O 4.409 -1.178 1.519 0.2 -0.3 0.1 -0.639
H 3.824 -1.901 1.762 -0.1 0.0 -0.1 0.273
H 3.993 -0.389 1.874 0.1 -0.2 0.0 0.390
O -3.662 -4.730 2.673 0.2 0.5 -0.2 -0.591
H -4.108 -5.371 2.106 0.1 -0.2 0.1 0.385
H -4.008 -4.915 3.546 0.0 -0.2 0.0 0.279
O 2.461 5.128 -2.699 0.5 0.4 -0.3 -0.661
H 2.574 6.044 -2.973 -0.2 0.1 0.1 0.258
H 1.925 4.730 -3.405 -0.2 -0.3 0.2 0.361
O 1.898 0.540 6.104 0.0 0.2 0.0 -0.652
H 2.600 1.137 6.386 0.1 0.0 -0.1 0.318
H 1.685 0.834 5.211 -0.1 -0.1 -0.1 0.299
O -1.056 1.691 4.539 -0.1 -0.2 0.2 -0.564
H -1.226 1.113 5.292 0.0 0.0 0.1 0.239
H -0.583 2.436 4.919 0.0 0.1 -0.1 0.248
O -2.256 -2.917 -1.685 -0.5 -0.2 -0.7 -0.615
H -1.958 -2.032 -1.934 0.2 0.0 0.2 0.094
H -2.723 -3.229 -2.468 0.0 0.0 0.0 0.252
O 6.602 0.063 4.581 0.1 0.0 0.2 -0.638
H 6.012 -0.668 4.786 0.0 0.0 -0.1 0.298
H 6.160 0.841 4.948 -0.1 0.0 -0.1 0.332
O -3.876 0.984 6.342 0.0 -0.1 0.1 -0.589
H -4.580 0.683 6.924 0.0 0.1 0.0 0.281
H -3.359 0.192 6.160 0.1 0.0 -0.1 0.320
O -5.589 2.831 -3.410 -0.2 -0.2 0.0 -0.648
H -5.368 2.875 -4.346 0.0 0.0 0.0 0.280
H -5.242 1.974 -3.128 0.2 0.1 0.0 0.318
O -6.031 -3.853 3.985 -0.3 0.4 0.4 -0.597
H -6.542 -3.390 4.657 0.0 0.0 0.0 0.267
H -5.711 -3.161 3.394 0.3 -0.2 -0.1 0.305
O -8.058 3.160 -1.600 0.0 -0.1 -0.1 -0.604
H -7.576 2.925 -2.404 0.3 0.1 0.0 0.324
H -8.912 3.471 -1.910 0.0 0.0 0.1 0.285
O 6.392 -1.892 -2.499 -0.1 0.3 -0.1 -0.558
H 6.973 -1.493 -1.847 0.1 -0.1 0.0 0.293
H 6.980 -2.431 -3.030 0.0 -0.1 0.0 0.230
O 9.050 -2.376 -1.619 0.0 -0.3 0.1 -0.606
H 9.629 -1.974 -0.964 0.0 -0.1 0.1 0.278
H 9.646 -2.913 -2.152 0.1 0.2 -0.1 0.319
O 2.797 -2.011 -4.508 -0.8 0.3 -1.6 -0.616
H 2.957 -2.317 -5.404 0.1 0.0 -0.1 0.266
H 1.936 -2.388 -4.276 -0.4 0.1 0.0 0.227
O -5.353 -6.575 3.904 -0.1 -0.1 0.4 -0.622
H -5.978 -7.254 4.175 -0.1 0.0 -0.1 0.265
H -5.741 -5.750 4.233 -0.1 -0.1 -0.3 0.338
O 0.740 7.516 -2.863 0.3 0.4 -0.1 -0.564
H 0.265 7.991 -2.171 -0.1 -0.2 0.0 0.237
H 0.104 7.450 -3.581 -0.2 -0.1 0.1 0.282
O 11.521 -1.199 -2.176 0.1 0.2 -0.1 -0.625
H 12.203 -0.931 -2.799 0.1 0.0 0.0 0.289
H 10.858 -0.503 -2.238 -0.1 0.0 -0.1 0.333
O -8.160 -7.477 3.078 -0.1 -0.1 0.0 -0.615
H -7.654 -7.771 2.312 0.1 0.1 0.0 0.326
H -8.959 -7.096 2.704 0.0 0.0 0.0 0.297
O 9.226 -5.631 -1.844 0.0 0.1 0.0 -0.639
H 8.570 -6.286 -1.589 0.0 0.0 0.0 0.319
H 8.885 -4.805 -1.481 -0.1 0.0 0.1 0.340
O -2.683 5.692 -6.588 0.0 0.0 0.0 -0.630
H -3.626 5.515 -6.542 0.0 0.0 0.0 0.305
H -2.350 5.387 -5.735 0.0 0.0 0.0 0.302
O -0.989 8.030 -0.218 0.0 0.1 0.2 -0.588
H -1.885 7.720 -0.057 0.0 0.0 -0.2 0.282
H -0.508 7.795 0.582 0.1 0.0 0.0 0.308
O -2.038 6.762 -2.981 -0.2 0.0 -0.1 -0.543
H -2.126 5.893 -3.397 0.1 -0.3 0.1 0.244
H -2.944 7.074 -2.898 0.0 0.0 0.0 0.213
```
Forces are in eV/Å.

Values from the calculation:
Orbital gap ... 0.261 hartree
Net charge ... -1
LUMO energy ... 1.32 eV

---

ORCA calculation (wB97M-V/def2-TZVPD) on a 2-piece molecular cluster, C4H12 overall at a distorted geometry.

The geometry in XYZ format:
```
16
Properties=species:S:1:pos:R:3:forces:R:3:nbo_charge:R:1
C -1.158 0.808 1.197 2.2 2.1 1.6 -0.623
C -0.959 -0.089 2.412 0.1 -0.9 -0.1 -0.607
H -1.501 1.782 1.558 -1.1 -0.2 -0.1 0.207
H -0.137 1.201 1.016 -0.2 -0.7 -1.0 0.205
H -1.665 0.495 0.301 -0.2 -0.4 0.1 0.213
H -1.917 -0.377 2.832 0.0 -0.3 0.2 0.201
H -0.351 -0.989 2.205 -0.6 0.1 -0.3 0.201
H -0.358 0.375 3.202 -0.4 0.5 -0.2 0.207
C 0.629 -0.601 -1.161 -1.2 -0.9 -1.8 -0.617
C 1.378 -0.200 -2.426 1.5 1.3 -0.8 -0.620
H -0.143 0.096 -0.880 0.3 0.4 0.0 0.213
H 0.038 -1.482 -1.466 0.3 -0.1 0.5 0.201
H 1.235 -0.861 -0.309 0.4 0.1 0.2 0.210
H 2.206 -0.858 -2.713 0.0 -0.2 0.6 0.204
H 0.871 -0.113 -3.398 -0.9 -0.3 0.6 0.209
H 1.833 0.813 -2.371 -0.1 -0.5 0.4 0.197
```
Forces are in eV/Å.

Values from the calculation:
Orbital gap ... 0.452 hartree
SMILES ... CC.CC
Energy above the lowest of the compared OMol25 structures with the same formula, charge and spin ... 16.5 kcal/mol
LUMO energy ... 1.14 eV